Density functional theory data (wB97M-V/def2-TZVPD) for a molecular structure, C33H51BrN8O4Rb.

Geometry as XYZ:
```
98
Properties=species:S:1:pos:R:3:forces:R:3
Rb 1.295801 0.442581 -0.765846 0.06 -0.44 -1.29
C 1.666701 -2.156919 -4.579446 -0.01 -0.05 -0.05
O 1.129701 -0.895519 -4.238246 -0.12 0.11 0.29
C 1.631801 0.157181 -5.035346 0.38 0.28 0.07
C 2.959601 0.734981 -4.520646 -0.32 -0.44 -0.19
O 2.767401 1.407281 -3.294346 -0.24 -0.14 0.08
C 3.088601 2.782681 -3.239146 -0.19 0.45 0.37
C 1.904201 3.592181 -2.711846 0.36 -0.17 -0.38
O 1.647201 3.198581 -1.387446 0.18 -0.08 -0.15
C 0.688101 4.011381 -0.751546 -0.20 0.19 0.25
H 1.404201 -2.416519 -5.611246 0.00 -0.05 0.05
H 2.755701 -2.183319 -4.481446 0.01 0.00 0.05
H 1.231101 -2.883819 -3.896146 0.03 -0.04 -0.04
H 1.757901 -0.186319 -6.069146 -0.01 0.06 -0.02
H 0.872901 0.944781 -5.013746 0.08 0.01 -0.08
H 3.679601 -0.077219 -4.355446 -0.05 0.09 -0.09
H 3.372001 1.401381 -5.285046 -0.01 0.01 0.05
H 3.925601 2.910981 -2.540846 -0.03 0.06 -0.16
H 3.378701 3.166681 -4.222646 -0.01 -0.04 0.06
H 2.156601 4.662581 -2.756046 -0.04 -0.10 0.00
H 1.016901 3.415481 -3.344546 0.10 0.07 0.07
H 1.036701 5.049781 -0.674546 -0.03 -0.12 -0.04
H -0.267599 3.995681 -1.293946 0.07 0.00 0.06
H 0.541901 3.601781 0.246754 -0.08 0.05 -0.03
Br -5.522799 -1.920119 2.813254 -0.16 -0.20 0.20
C -4.597799 -0.961019 4.191254 -0.05 0.06 -0.15
C -3.251799 -1.230319 4.382954 -0.12 -0.04 -0.11
C -2.532299 -0.400819 5.205754 -0.10 0.28 0.24
C -3.143699 0.715081 5.813254 -0.58 -1.10 -1.03
C -4.539899 0.847381 5.729054 0.60 0.14 0.10
C -5.265999 0.025381 4.895054 -0.07 -0.30 -0.33
N -2.410099 1.561181 6.585754 0.00 0.77 1.47
N -1.276499 2.004081 6.291354 -0.04 0.32 0.88
C -0.759999 1.988781 5.041654 0.73 -0.10 -1.14
C 0.643401 1.885181 4.981654 -0.75 -0.13 0.19
C 1.289001 1.524581 3.833354 0.29 -0.09 -0.56
C 0.599101 1.295981 2.608754 0.24 -0.03 0.68
O 1.138401 0.795081 1.598754 0.03 0.17 0.88
C -0.800699 1.730681 2.588854 -0.23 0.14 0.49
N -1.372899 1.874081 1.386054 -0.03 -0.08 -0.45
C -2.592199 2.358381 1.316554 0.04 -0.05 -0.13
C -3.331299 2.748681 2.434154 0.03 -0.02 0.26
C -2.765599 2.598881 3.677354 -0.14 0.09 -0.23
C -1.474899 2.053781 3.797454 0.23 0.16 -0.05
H -2.766299 -2.058819 3.887754 -0.04 -0.05 -0.06
H -1.480699 -0.579119 5.375554 0.08 0.02 -0.06
H -5.030999 1.631881 6.282354 -0.01 0.12 0.08
H -6.332199 0.157281 4.780654 -0.03 0.03 -0.03
H 1.183601 1.976781 5.913254 0.03 0.05 0.09
H 2.357401 1.361981 3.827854 0.07 -0.03 0.01
H -2.995399 2.487081 0.316454 -0.07 0.04 -0.07
H -4.310899 3.190681 2.317454 -0.04 0.04 0.00
H -3.289099 2.957281 4.551254 0.00 -0.03 0.05
N -5.151399 -1.043819 -0.356546 -0.17 -0.08 0.41
C -4.048799 -0.213019 -0.949046 0.53 0.35 -0.17
C -4.098899 -0.374419 -2.473646 0.34 0.10 -0.13
C -2.690599 -0.512219 -3.069446 -0.33 -0.41 -0.36
N -1.921599 0.686681 -2.776246 0.21 0.23 -0.05
C -2.018699 -1.765119 -2.499346 -0.05 0.16 0.03
C -2.185599 -1.936219 -0.975046 -0.23 0.15 -0.13
N -0.886199 -2.216019 -0.389446 0.18 -0.05 0.19
C -2.723799 -0.651819 -0.344646 0.20 -0.26 0.05
H -6.069099 -0.764119 -0.714746 0.13 -0.14 0.06
H -5.175399 -1.002319 0.689854 0.01 0.01 -0.33
H -4.980299 -2.026319 -0.599046 -0.19 0.16 0.06
H -4.235899 0.822681 -0.660546 -0.15 -0.17 0.07
H -4.612999 0.468781 -2.935946 -0.12 -0.02 0.02
H -4.648799 -1.281319 -2.732946 -0.10 -0.05 -0.11
H -2.800099 -0.665319 -4.158446 -0.05 0.00 0.27
H -2.331999 1.483281 -3.252946 0.16 0.02 0.00
H -0.967099 0.576181 -3.110046 -0.13 0.04 -0.09
H -0.952099 -1.708819 -2.721146 0.05 -0.06 -0.07
H -2.422299 -2.635419 -3.017746 0.04 -0.04 -0.07
H -2.899599 -2.765119 -0.785246 0.07 0.11 -0.05
H -0.541599 -3.122219 -0.691046 0.02 0.07 0.05
H -0.940499 -2.230419 0.624154 0.07 -0.04 0.00
H -1.980899 0.131681 -0.512346 -0.30 -0.05 0.20
H -2.833199 -0.773619 0.734654 0.02 0.03 0.14
C 4.118601 -1.066119 1.022954 -0.01 0.05 0.20
C 5.378001 -1.878519 1.413554 0.12 0.01 0.09
N 5.705901 -2.817319 0.349754 0.24 -0.12 0.05
C 4.606101 -3.757219 0.187954 0.06 -0.13 0.00
C 3.301501 -2.986219 -0.123846 -0.09 -0.02 -0.06
N 3.590401 -1.556219 -0.254446 -0.21 0.14 -0.08
C 4.604501 -1.363519 -1.292446 0.02 0.06 -0.09
C 5.915601 -2.076119 -0.885846 0.10 -0.06 -0.08
H 4.352901 -0.003219 0.915754 -0.09 -0.03 0.02
H 3.331201 -1.164319 1.773154 0.01 0.13 -0.02
H 5.218401 -2.454419 2.327654 0.01 0.08 0.02
H 6.246701 -1.233319 1.563354 -0.08 0.02 0.09
H 4.519301 -4.337819 1.108954 -0.02 -0.02 -0.05
H 4.863301 -4.446119 -0.618746 -0.01 -0.03 0.01
H 2.563701 -3.108219 0.673954 -0.01 0.00 -0.05
H 2.855801 -3.333619 -1.060846 -0.05 0.01 0.03
H 4.761001 -0.288219 -1.427446 -0.05 -0.06 -0.05
H 4.212901 -1.774819 -2.226746 -0.04 0.07 -0.05
H 6.719001 -1.354719 -0.716546 0.00 -0.08 -0.04
H 6.244501 -2.777819 -1.656146 0.02 0.06 -0.01
```
Forces are in eV/Å.

## Properties
**Frontier orbital gap**: 5.57 eV
**Multiplicity**: 1
**Total energy**: -4624.87659 a.u.
**HOMO level**: -8.31 eV
**LUMO**: -0.1008 Eh
**Energy above the lowest of the compared OMol25 structures with the same formula, charge and spin**: 2.357 eV
**F_max**: 1.7 eV/Å
**Total charge**: +1

Density functional theory data (wB97M-V/def2-TZVPD) for a molecular structure, C33H51F3O21S6.

Geometry as XYZ:
```
114
Properties=species:S:1:pos:R:3:forces:R:3
F 11.096871 -21.942117 -1.809532 0.20 0.19 -0.07
C 11.034031 -20.690082 -1.276243 -0.53 -1.35 -0.14
C 11.536946 -20.527302 -0.013999 0.63 0.69 1.05
C 11.452881 -19.254356 0.548926 -1.23 0.45 -0.35
C 10.667953 -18.266282 -0.073289 0.59 -0.20 -0.19
C 10.060666 -18.550617 -1.288247 -0.16 0.97 -1.04
C 10.277014 -19.766889 -1.951086 0.16 0.77 0.88
H 11.951467 -21.344884 0.580498 0.07 0.17 -0.58
H 11.855376 -19.027372 1.514861 0.33 -0.16 0.35
H 10.573837 -17.241604 0.307632 0.06 -0.65 0.16
H 9.489006 -17.708832 -1.749836 0.35 -1.06 0.20
H 9.842632 -20.084636 -2.875292 -0.27 0.25 -0.44
F 6.940873 -27.501694 -4.486033 -0.09 -0.04 -0.10
C 7.453052 -26.424714 -3.862156 -0.76 0.04 0.40
C 8.800439 -26.366831 -3.660945 1.74 -0.93 -0.92
C 9.349413 -25.219748 -3.120947 -1.13 0.37 0.13
C 8.518167 -24.188993 -2.740845 -0.41 1.25 1.11
C 7.144364 -24.289719 -2.839996 -0.09 -1.10 -0.83
C 6.599754 -25.422603 -3.426533 -0.10 0.11 -1.00
H 9.464438 -27.157259 -4.085878 -0.74 0.58 0.58
H 10.376332 -25.063002 -2.990225 1.43 -0.19 -0.01
H 8.865870 -23.256351 -2.290374 0.44 -0.40 -0.20
H 6.459519 -23.529110 -2.555287 -0.23 0.76 0.33
H 5.573954 -25.412469 -3.779085 -0.12 -0.31 0.55
F 5.790752 -23.716159 1.042041 -0.16 -0.15 0.31
C 6.147527 -22.541923 0.484034 0.77 -1.43 1.15
C 5.151341 -21.709811 0.115860 -1.51 0.46 -0.21
C 5.452897 -20.564889 -0.594165 1.95 1.01 -0.58
C 6.829596 -20.248762 -0.870385 -0.52 -1.86 2.50
C 7.795768 -21.086189 -0.207372 -0.55 1.49 -1.66
C 7.488118 -22.242087 0.455199 0.33 -0.15 0.41
H 4.150955 -21.966928 0.492077 0.35 0.13 -0.65
H 4.677269 -19.881358 -0.901763 -0.16 -0.01 -0.09
H 7.189087 -19.315715 -1.272369 -0.27 0.01 -0.45
H 8.832595 -20.846941 -0.291951 0.35 0.39 0.08
H 8.268063 -22.796865 1.014360 -0.85 0.05 -0.69
C -0.316235 -23.481116 2.027693 0.22 -1.02 1.05
C 0.115460 -21.960790 2.034703 0.86 -1.81 -0.24
O -0.886961 -21.225537 1.412867 -2.49 -0.97 -2.08
S -1.668685 -22.241646 0.338935 -0.90 -0.05 -2.39
O -0.980874 -22.234964 -0.966076 -0.28 -0.19 3.08
O -3.083674 -21.998853 0.197093 1.57 0.10 1.27
O -1.467871 -23.635685 1.181082 -0.16 2.56 -0.97
H -0.595805 -23.932037 3.019610 0.29 0.85 -0.91
H 0.424513 -24.153662 1.588869 0.34 0.43 0.27
H 1.044519 -21.873835 1.468614 0.00 0.15 0.23
H 0.209346 -21.555516 3.015708 0.30 0.05 0.73
C 4.607953 -26.903910 3.945963 -1.17 2.07 -0.39
C 4.535470 -26.139591 2.572717 1.09 -0.84 -0.58
O 3.378867 -25.294218 2.599534 -0.34 -0.05 0.69
S 2.657579 -25.397645 4.003640 0.78 -0.33 0.84
O 1.270143 -25.400913 3.809344 -1.54 -0.65 -0.53
O 3.121162 -24.423256 4.947956 0.84 -0.97 -0.51
O 3.189146 -26.932897 4.318683 -0.06 1.81 0.13
H 5.132306 -26.235712 4.665356 -0.08 -0.89 -0.29
H 4.930847 -27.924080 3.923663 0.39 -0.25 -0.14
H 4.434594 -26.830379 1.694678 0.04 0.65 0.84
H 5.386602 -25.469997 2.448294 -0.15 -0.38 -0.01
C 4.886165 -18.942011 3.033284 -0.59 -0.53 -0.65
C 5.950078 -20.029452 3.072067 1.74 -0.66 1.30
O 5.303387 -21.312447 3.241520 -1.06 0.73 0.96
S 3.734897 -21.015042 3.513775 0.91 -1.85 -0.73
O 3.428784 -20.673662 4.838039 0.18 0.10 1.57
O 3.031242 -22.043021 2.851394 -0.48 -0.30 -0.31
O 3.703136 -19.727425 2.678659 -0.14 1.95 -0.91
H 5.020767 -18.270723 2.199943 0.17 0.20 -0.15
H 4.712798 -18.374056 3.938524 -0.03 -0.21 0.30
H 6.735072 -19.945519 3.877134 -0.99 0.26 -0.68
H 6.458209 -20.134722 2.138066 0.33 0.22 -0.73
O 7.186182 -27.005970 2.433677 -0.41 0.15 0.71
S 7.999267 -26.366967 1.459785 0.26 0.31 -1.32
O 8.578989 -25.055808 1.664019 -0.15 -1.21 0.15
O 9.114262 -27.501449 1.217230 -0.01 0.70 0.52
C 10.163768 -27.172093 0.310276 0.27 -0.48 -2.31
C 11.567472 -27.431647 0.846704 -0.81 -0.05 0.47
C 7.159155 -26.374382 -0.136302 1.71 0.16 -0.35
H 10.023536 -26.122853 -0.013062 0.39 -0.44 0.16
H 9.993673 -27.830352 -0.595578 0.12 0.77 0.80
H 12.310257 -26.976282 0.185941 -0.08 -0.67 -0.30
H 11.714818 -28.513359 1.099307 0.14 1.07 -0.42
H 11.655646 -26.826668 1.730361 0.14 0.00 0.84
H 7.903317 -25.984839 -0.908131 -0.80 -0.81 0.99
H 6.352781 -25.638508 -0.166956 -0.24 -0.51 0.34
H 6.934094 -27.449158 -0.271979 -0.34 0.80 -0.29
O 3.823751 -20.513173 -3.854332 -0.76 -0.36 0.33
S 4.115098 -19.254182 -4.438905 2.21 -0.70 -0.13
O 3.244754 -18.144805 -4.451646 -1.14 0.85 0.18
O 5.487869 -18.816990 -3.696660 -0.66 -0.55 -0.53
C 5.698867 -17.443587 -3.396810 0.70 0.97 -0.40
C 5.082423 -17.053369 -2.072551 0.66 0.46 0.42
C 4.703537 -19.517175 -6.098656 -0.84 -0.54 0.63
H 5.392514 -16.800414 -4.220286 -0.61 -0.08 -0.06
H 6.793977 -17.306531 -3.436695 -0.31 -0.28 0.55
H 5.635727 -17.601593 -1.276302 -1.03 0.08 -0.31
H 3.982271 -17.087507 -2.067142 0.48 -0.70 0.12
H 5.282902 -16.001167 -1.861389 0.26 0.12 -0.20
H 5.075770 -18.540301 -6.343785 0.26 0.22 -0.76
H 3.853690 -19.878976 -6.718024 0.57 0.56 0.37
H 5.460299 -20.294482 -6.041558 0.20 0.19 -0.12
O 2.120583 -25.338952 -2.617431 -0.11 -0.32 -0.37
S 2.881975 -24.163391 -2.352856 -1.13 0.44 -0.07
O 3.970821 -24.216790 -1.463239 1.35 -0.12 1.24
O 3.540380 -23.612113 -3.675847 0.04 -0.40 0.21
C 2.698992 -23.469379 -4.831522 0.59 0.38 -0.17
C 3.656094 -22.966003 -5.904847 0.49 -0.55 1.33
C 1.733528 -22.907082 -1.825637 -1.11 0.33 -0.54
H 1.922075 -22.794143 -4.504381 -0.45 0.36 -0.56
H 2.289772 -24.433087 -5.129654 -0.13 -0.04 0.19
H 4.406178 -23.763082 -5.964405 0.08 0.25 -0.28
H 4.166659 -22.041072 -5.615142 -0.39 -0.36 -0.05
H 3.172182 -22.887766 -6.839296 -0.55 0.23 -1.12
H 1.670889 -22.889520 -0.724099 0.19 -0.24 -0.58
H 0.712785 -23.115934 -2.242814 1.09 -0.08 0.51
H 2.000311 -21.910637 -2.195718 0.39 -0.23 0.17
```
Forces are in eV/Å.

## Properties
**Frontier orbital gap**: 9.27 eV
**Multiplicity**: 1
**Total energy**: -5556.63266 a.u.
**HOMO level**: -9.21 eV
**LUMO**: 0.0023 Eh
**F_max**: 3.4 eV/Å